1.
Here is a molecular structure, C4H12NO2P in a non-equilibrium geometry from the OMol25 dataset. Energies are from the ωB97M-V functional and the def2-TZVPD basis.

Geometry as XYZ:
```
20
Properties=species:S:1:pos:R:3:nbo_charge:R:1
P -0.489 0.320 0.961 1.5036
O -1.258 1.525 0.209 -0.8231
O -1.003 -1.345 -0.418 -0.8170
N 0.949 0.777 0.196 -0.8001
C 1.395 0.214 -1.129 -0.4180
C -2.706 1.615 0.056 -0.2517
C 2.106 1.367 0.876 -0.3986
C -0.719 -2.516 0.267 -0.2466
H 2.290 2.290 0.273 0.1950
H 2.901 0.714 0.808 0.1882
H -3.190 1.084 0.911 0.1749
H -2.966 1.095 -0.852 0.2059
H 0.557 -0.266 -1.633 0.2549
H -2.932 2.645 0.144 0.1951
H -1.377 -2.582 1.225 0.1462
H 1.786 1.781 1.910 0.2059
H -0.748 -3.402 -0.395 0.1858
H 1.981 1.067 -1.678 0.1897
H 2.131 -0.602 -0.980 0.1806
H 0.345 -2.357 0.719 0.1292
```

Summary:
- E (Ha) = -706.1042
- ΔE to the lowest compared entry with this formula, charge and spin (kJ/mol) = 355.48
- spin multiplicity = 1

=====

2.
Here is a single C4H12NO2P molecule in a non-equilibrium geometry from the OMol25 dataset. Energies are from the ωB97M-V functional and the def2-TZVPD basis.

Geometry as XYZ:
```
20
Properties=species:S:1:pos:R:3:nbo_charge:R:1
P -0.501 0.146 -1.146 1.9906
O 0.671 -0.457 -2.116 -1.0252
O -1.428 0.966 -2.029 -1.1619
N -2.860 -0.429 -0.286 -0.7188
C 0.631 1.394 -0.173 -0.6990
C 1.080 0.579 1.084 -0.4107
C 2.002 -0.532 0.552 -0.6026
C -1.510 -1.113 -0.268 -0.8027
H 2.759 -0.094 -0.046 0.2091
H -3.138 0.131 0.523 0.3941
H 1.416 1.332 1.708 0.2059
H 0.696 -0.145 -3.012 0.5146
H -3.631 -0.962 -0.642 0.4037
H 0.109 0.181 1.401 0.1911
H -2.685 0.243 -1.054 0.4603
H -1.114 -1.210 0.729 0.1847
H 1.319 -1.175 -0.093 0.2137
H 0.001 2.240 -0.018 0.2217
H 2.457 -1.166 1.318 0.2111
H 1.337 1.625 -0.915 0.2204
```

Summary:
- E (Ha) = -706.1479
- ΔE to the lowest compared entry with this formula, charge and spin (kJ/mol) = 240.82
- spin multiplicity = 1

=====

3.
Here is 2 unconnected molecules or ions with the total composition C4H12NO2S in a non-equilibrium geometry from the OMol25 dataset. Energies are from the ωB97M-V functional and the def2-TZVPD basis.

Geometry as XYZ:
```
20
Properties=species:S:1:pos:R:3:nbo_charge:R:1
S -0.422 1.447 -2.150 -0.0330
O -1.582 -2.880 0.108 -1.0367
O -1.435 -0.870 1.459 -0.9393
N 0.217 0.881 1.228 -0.7001
C -0.557 -0.117 2.135 0.1364
C 1.109 1.055 -1.212 -0.5410
C 0.958 0.154 0.129 -0.0751
C 2.344 -0.428 0.568 -0.6320
H -2.440 -3.220 0.492 0.4374
H 2.946 -0.716 -0.195 0.1936
H -0.492 0.511 -2.948 0.0971
H 0.214 -0.681 -0.145 0.2140
H 2.118 -1.087 1.396 0.2271
H 1.839 0.362 -1.853 0.2086
H -1.047 0.579 2.704 0.1159
H 2.990 0.317 1.011 0.1912
H -0.459 1.427 0.849 0.3360
H -1.422 -2.014 0.584 0.5043
H 1.749 1.990 -0.963 0.2147
H 0.250 -0.775 2.612 0.0805
```

Summary:
- E (Ha) = -762.9834
- ΔE to the lowest compared entry with this formula, charge and spin (kJ/mol) = 214.93
- spin multiplicity = 1
- net charge = -1

=====

| no. | molecular weight (g mol⁻¹) | HOMO (eV) | gap between HOMO and LUMO (eV) |
| --- | --- | --- | --- |
| 1 | 137.12 | -8.68 | 9.174 |
| 2 | 137.12 | -7.91 | 8.388 |
| 3 | 138.21 | -3.51 | 6.747 |